1.
Formula: C5H10N2S
Source: the Open Molecules 2025 dataset
Level of theory: ωB97M-V with the def2-TZVPD basis set

Geometry (Å):
H -1.19493 -2.57795 -0.78379
H -0.68519 1.79132 1.08248
C 1.31004 -0.81268 0.12847
H 1.73914 2.12613 -0.76278
C 0.22922 1.44989 0.64564
C -1.13710 -0.52284 0.02514
H 0.85153 -2.07063 -1.26418
C -1.38976 -2.03019 0.13295
H -2.41307 -2.16464 0.40688
H 0.04028 2.15753 -1.43909
H 2.15286 -0.53169 0.84086
H 0.93017 1.44779 1.50620
C 0.64427 2.30483 -0.57223
S -2.50700 0.41591 -0.25626
H -0.82288 -2.50337 0.96471
N 0.12397 -0.01151 0.27113
N 1.56831 -1.85152 -0.57259
H 0.56014 3.38362 -0.35354

Properties
frontier orbital gap = 8.55 eV
structure (SMILES) = [H]/N=C\N(CC)C(C)=S
LUMO = 0.001 Eh
HOMO level = -8.520 eV
total charge = 0

=====

2.
Formula: C5H10N2S
Source: the Open Molecules 2025 dataset
Level of theory: ωB97M-V with the def2-TZVPD basis set

Geometry (Å):
H 0.19666 -1.68063 1.72929
N 1.10383 1.17298 -1.49340
H -0.36868 -0.58041 3.04095
C 1.44322 0.17376 0.43988
C -0.64318 -1.10107 2.02282
H 3.05194 0.96591 -0.61982
C 1.96569 0.89371 -0.53549
S -0.32802 -0.88833 -2.52984
H -1.81425 0.65396 1.46964
H 1.62014 -0.15829 1.42004
H -1.17461 1.49500 -1.68750
H 1.41555 1.38983 -2.43268
C -1.20833 -0.14785 0.92925
N -0.32852 0.34974 0.03760
C -0.27803 0.83839 -1.27035
H -1.35999 -0.81684 -3.27043
H -1.35944 -1.82541 2.42259
H -1.93399 -0.73445 0.32745

Properties
frontier orbital gap (spin up / spin down) = 6.54 / 6.79 eV
LUMO (spin up / spin down) = -0.463 / -0.452 Eh
HOMO level (spin up / spin down) = -19.128 / -19.094 eV
total charge = +2

=====

3.
Formula: C5H10N2SSi
Source: the Open Molecules 2025 dataset
Level of theory: ωB97M-V with the def2-TZVPD basis set

Geometry (Å):
C 4.08966 0.71222 0.98878
C -0.10323 -0.76438 -1.68457
H -1.11481 1.91769 1.21784
H -0.19822 -2.31702 1.39526
C -1.01322 1.47717 0.19652
H 0.10408 -1.71074 -1.76884
C -0.64077 -1.39490 1.40556
N 2.72696 0.62476 1.17888
C 1.84893 0.13401 0.53782
H -1.96028 1.19992 -0.10665
N 4.51003 0.35900 -0.16316
H -1.68465 -1.47388 1.24215
Si 0.02404 -0.10720 0.14468
S 3.54546 -0.26377 -1.31755
H -0.59694 -0.85080 2.34691
H -1.12481 -0.63059 -2.16174
H 0.47474 -0.11406 -2.30255
H -0.61958 2.09430 -0.57636
H 4.72192 1.12427 1.78484

Properties
frontier orbital gap = 8.28 eV
LUMO = 0.001 Eh
HOMO level = -8.255 eV
total charge = 0

=====

4.
Formula: C5H10N3
Source: the Open Molecules 2025 dataset
Level of theory: ωB97M-V with the def2-TZVPD basis set

Geometry (Å):
C 2.07128 -0.19722 0.13890
H 3.36118 0.69387 -1.13578
H 1.73580 0.45549 -1.80970
H -1.57087 -1.92832 0.06810
H -2.54122 -1.78736 -1.43158
H 1.21727 -1.20655 1.72665
C -2.46853 -1.49663 -0.38247
N -0.41077 0.55478 0.72297
C 2.28489 0.71493 -0.90361
H -0.71046 2.42959 -0.39467
H 2.90632 -1.71095 1.29203
C 2.06700 -1.05441 1.06855
H -3.36336 -1.86929 0.11744
C -1.06598 1.82293 0.43520
N -1.55482 0.53647 0.14434
H 2.06613 1.73866 -0.58814
H -1.51686 2.37295 1.25409
N -2.50701 -0.06894 -0.32231

Properties
frontier orbital gap (spin up / spin down) = 6.92 / 6.91 eV
LUMO (spin up / spin down) = -0.219 / -0.219 Eh
HOMO level (spin up / spin down) = -12.881 / -12.881 eV
total charge = +1

=====

5.
Formula: C5H10N3
Source: the Open Molecules 2025 dataset
Level of theory: ωB97M-V with the def2-TZVPD basis set

Geometry (Å):
N -3.34944 -0.72012 -0.32265
H -0.09880 0.67264 1.67001
C 0.01562 0.59799 0.54933
H -3.33587 -0.94752 -1.28857
C 1.23577 0.48420 -0.30047
H -0.85552 -0.04331 -1.08209
H 2.09299 2.57248 -0.38059
C 1.83758 -0.88534 -0.07318
N -1.13174 0.09037 -0.06018
H -4.06429 -1.15293 0.18266
H 1.53580 -3.06165 0.36073
C 2.36497 1.53941 -0.11903
C -2.27799 -0.33974 0.39068
H 3.25297 1.30259 -0.72086
H -2.53823 -0.22073 1.51812
H 1.02308 0.52245 -1.38536
H 2.70692 1.62473 0.92996
N 1.58617 -2.03550 0.13149

Properties
frontier orbital gap (spin up / spin down) = 6.24 / 6.85 eV
LUMO (spin up / spin down) = -0.151 / -0.139 Eh
HOMO level (spin up / spin down) = -10.363 / -10.630 eV
total charge = +1

=====

6.
Formula: C5H10N3
Source: the Open Molecules 2025 dataset
Level of theory: ωB97M-V with the def2-TZVPD basis set

Geometry (Å):
H 2.37600 0.52629 1.67473
C 0.59960 -0.21804 0.78111
H 2.73317 -0.98320 0.80997
C 1.98585 -0.38678 1.50021
C -1.47748 0.25924 -1.08507
H -0.40778 -0.93485 -2.30257
H 1.17758 0.36325 -1.27018
N -1.10887 1.45982 0.79714
C 0.75424 -0.37638 -0.69988
N -0.53847 -0.55396 -1.43175
H 1.90892 -0.94089 2.47817
H 1.30048 -1.22837 -1.07617
H -3.16585 1.32630 -1.00899
H -0.08830 -1.17650 0.91558
C -0.18529 0.91817 1.36579
N -2.70085 0.53667 -1.43910
H -0.00526 1.20790 2.32157
H -3.15770 0.20132 -2.33056

Properties
frontier orbital gap (spin up / spin down) = 8.93 / 9.31 eV
LUMO (spin up / spin down) = -0.187 / -0.176 Eh
HOMO level (spin up / spin down) = -14.018 / -14.100 eV
total charge = +1